Entry 1:
36
Properties=species:S:1:pos:R:3 method="wB97M-V/def2-TZVPD" e_lumo_ha="-0.209 / -0.251" de_lowest_kcal_mol=18.4 homo_lumo_gap_ev="7.9 / 6.8" spin_multiplicity=2 total_charge=+1 mol_weight_da=606.5
Ir -0.95 1.03 -0.43
C 3.04 3.78 -2.33
O 2.27 2.55 -2.41
C 1.10 2.48 -1.87
O 0.40 1.46 -2.03
N 0.58 3.53 -1.17
N -0.72 3.24 -0.70
H 3.93 3.59 -2.92
H 3.33 3.97 -1.29
H 2.47 4.60 -2.75
H 1.14 4.20 -0.67
H -1.40 3.53 -1.41
H -0.94 3.72 0.17
O -4.47 0.97 1.04
S -3.17 1.23 0.57
O -2.06 0.18 0.96
O -2.94 1.12 -0.95
O -2.46 2.48 0.94
O 0.11 -5.69 2.77
N 0.62 -4.60 2.92
O 1.35 -4.27 3.83
C 0.32 -3.58 1.90
C 0.86 -2.33 2.05
C 0.56 -1.37 1.08
C -0.26 -1.64 -0.04
O -0.53 -0.76 -0.99
C -0.77 -2.95 -0.12
C -0.49 -3.90 0.83
N -1.66 -3.37 -1.24
O -2.27 -4.40 -1.06
O -1.65 -2.72 -2.25
N 1.18 -0.09 1.28
O 2.06 0.05 2.07
O 0.86 0.93 0.56
H 1.49 -2.10 2.90
H -0.92 -4.89 0.75


Entry 2:
58
Properties=species:S:1:pos:R:3 method="wB97M-V/def2-TZVPD" e_lumo_ha=-0.069 de_lowest_kcal_mol=0.0 homo_lumo_gap_ev=8.5 mol_weight_da=890.3
Na 3.41 0.64 -2.57
Mg -0.90 2.59 -3.53
C -0.28 -1.47 -5.13
F -1.15 -1.24 -6.10
F -0.90 -1.86 -4.10
F 0.56 -2.41 -5.50
S 0.69 0.04 -4.84
O 1.72 -0.32 -3.92
O 1.06 0.41 -6.15
O -0.24 0.99 -4.19
C -0.73 0.01 -0.19
F -2.11 0.20 -0.20
F -0.31 -0.20 1.04
F -0.43 -0.98 -0.98
S 0.07 1.55 -0.70
O 1.31 1.12 -1.27
O -0.82 2.13 -1.72
O 0.12 2.30 0.49
C 2.61 5.35 -3.91
F 1.78 6.13 -4.54
F 3.82 5.45 -4.44
F 2.64 5.68 -2.58
S 2.03 3.65 -4.15
O 2.80 2.80 -3.27
O 0.62 3.71 -3.67
O 2.18 3.42 -5.52
Cl -4.86 -2.47 3.40
C -3.76 -1.07 3.39
C -4.53 0.24 3.41
Cl -3.43 1.56 3.87
H -3.19 -1.13 2.46
H -3.11 -1.16 4.24
H -5.31 0.17 4.17
H -5.01 0.46 2.47
Cl 3.27 -3.75 3.72
C 2.06 -2.83 4.65
C 0.77 -2.72 3.84
Cl -0.50 -2.12 4.91
H 2.50 -1.85 4.85
H 1.91 -3.33 5.59
H 0.50 -3.71 3.49
H 0.84 -1.99 3.05
Cl -1.92 -4.38 0.06
C -1.22 -4.36 -1.61
C 0.22 -4.88 -1.61
Cl 1.01 -4.47 -3.18
H -1.25 -3.33 -1.92
H -1.87 -4.96 -2.25
H 0.32 -5.93 -1.36
H 0.80 -4.34 -0.86
Cl 1.99 3.60 5.65
C 0.56 3.37 4.61
C 0.82 2.41 3.47
Cl 1.03 0.72 4.02
H 0.32 4.35 4.22
H -0.29 3.07 5.23
H 1.72 2.68 2.91
H 0.03 2.43 2.72


Entry 3:
18
Properties=species:S:1:pos:R:3 method="wB97M-V/def2-TZVPD" e_lumo_ha=0.030 de_lowest_kcal_mol=44.0 homo_lumo_gap_ev=10.0 smiles=CNC(CO)CO mol_weight_da=105.1
C -1.39 -1.69 0.86
N -1.26 -0.53 -0.04
C 0.08 0.16 0.10
C -0.12 1.67 0.21
O 0.90 2.33 0.95
C 0.84 -0.31 -1.13
O 2.17 0.29 -1.08
H -1.79 -1.50 1.84
H -1.92 -2.49 0.35
H -0.40 -2.14 0.94
H -1.95 0.17 0.18
H 0.54 -0.20 1.03
H -0.23 2.09 -0.80
H -1.10 1.86 0.67
H 1.70 1.90 0.59
H 0.83 -1.40 -1.08
H 0.37 0.10 -2.02
H 2.73 -0.33 -1.56